# 1
{
  "formula": "C40H112N10O12Sr",
  "method": "ωB97M-V with the def2-TZVPD basis set",
  "species": ["Sr", "O", "H", "O", "H", "C", "C", "C", "O", "C", "N", "H", "H", "H", "H", "H", "H", "H", "H", "H", "H", "H", "C", "C", "C", "O", "C", "N", "H", "H", "H", "H", "H", "H", "H", "H", "H", "H", "H", "C", "C", "C", "O", "C", "N", "H", "H", "H", "H", "H", "H", "H", "H", "H", "H", "H", "C", "C", "C", "O", "C", "N", "H", "H", "H", "H", "H", "H", "H", "H", "H", "H", "H", "C", "C", "C", "O", "C", "N", "H", "H", "H", "H", "H", "H", "H", "H", "H", "H", "H", "C", "C", "C", "O", "C", "N", "H", "H", "H", "H", "H", "H", "H", "H", "H", "H", "H", "C", "C", "C", "O", "C", "N", "H", "H", "H", "H", "H", "H", "H", "H", "H", "H", "H", "C", "C", "C", "O", "C", "N", "H", "H", "H", "H", "H", "H", "H", "H", "H", "H", "H", "C", "C", "C", "O", "C", "N", "H", "H", "H", "H", "H", "H", "H", "H", "H", "H", "H", "C", "C", "C", "O", "C", "N", "H", "H", "H", "H", "H", "H", "H", "H", "H", "H", "H"],
  "coordinates": [[-13.20, 14.46, 1.12], [-13.35, 16.89, 1.03], [-13.62, 17.28, 0.18], [-12.99, 12.10, 1.26], [-12.78, 11.35, 0.67], [-7.03, 13.11, 2.31], [-8.08, 13.90, 1.42], [-7.60, 15.02, 0.49], [-8.70, 15.53, -0.33], [-8.18, 16.63, -1.08], [-8.64, 12.82, 0.54], [-6.07, 12.71, 1.97], [-7.51, 12.30, 2.87], [-6.53, 13.71, 3.08], [-8.95, 14.14, 2.04], [-6.92, 14.48, -0.17], [-7.08, 15.81, 1.04], [-9.03, 16.84, -1.73], [-7.40, 16.41, -1.81], [-7.96, 17.50, -0.45], [-9.27, 12.27, 1.11], [-7.91, 12.22, 0.17], [-13.51, 20.74, -0.03], [-14.55, 20.51, 1.11], [-15.92, 19.89, 0.68], [-16.48, 20.70, -0.34], [-17.91, 20.40, -0.58], [-13.96, 19.66, 2.13], [-12.58, 20.28, 0.31], [-13.31, 21.76, -0.33], [-13.83, 20.16, -0.90], [-14.76, 21.47, 1.59], [-16.58, 19.79, 1.54], [-15.70, 18.85, 0.43], [-18.36, 19.97, 0.31], [-17.86, 19.65, -1.37], [-18.41, 21.28, -0.99], [-13.88, 18.72, 1.77], [-13.00, 19.98, 2.16], [-15.37, 18.97, -3.59], [-15.98, 20.29, -4.20], [-17.49, 20.28, -4.48], [-17.89, 21.27, -5.30], [-19.32, 21.26, -5.51], [-15.69, 21.39, -3.29], [-15.91, 18.90, -2.64], [-14.30, 18.79, -3.50], [-15.72, 18.06, -4.09], [-15.30, 20.49, -5.03], [-18.01, 20.49, -3.55], [-17.73, 19.30, -4.90], [-19.87, 21.78, -4.73], [-19.85, 20.31, -5.37], [-19.54, 21.70, -6.48], [-16.26, 21.35, -2.45], [-15.81, 22.30, -3.71], [-10.14, 18.87, 1.09], [-10.04, 17.63, 1.89], [-8.80, 17.52, 2.83], [-8.60, 16.20, 3.24], [-7.50, 16.06, 4.17], [-11.28, 17.56, 2.62], [-10.99, 18.97, 0.41], [-9.37, 18.90, 0.32], [-9.86, 19.68, 1.78], [-9.99, 16.71, 1.30], [-9.00, 18.15, 3.70], [-7.90, 17.86, 2.33], [-6.59, 16.29, 3.61], [-7.46, 15.03, 4.52], [-7.70, 16.74, 4.99], [-11.57, 18.50, 2.82], [-12.08, 17.35, 2.04], [-11.69, 19.77, 6.23], [-12.78, 20.64, 5.50], [-12.19, 21.56, 4.44], [-10.99, 22.09, 4.94], [-9.82, 21.55, 4.39], [-13.84, 19.70, 5.12], [-12.05, 19.45, 7.21], [-10.88, 20.40, 6.61], [-11.44, 18.87, 5.67], [-13.30, 21.17, 6.30], [-12.97, 22.30, 4.28], [-11.95, 20.99, 3.54], [-9.77, 21.58, 3.30], [-9.61, 20.51, 4.63], [-9.05, 22.18, 4.82], [-13.66, 18.76, 4.80], [-14.28, 19.97, 4.25], [-10.72, 14.27, 5.25], [-11.90, 14.18, 4.25], [-13.25, 14.89, 4.61], [-14.26, 14.81, 3.54], [-15.25, 15.83, 3.62], [-11.39, 14.65, 2.97], [-10.41, 15.28, 5.53], [-9.83, 13.87, 4.78], [-10.92, 13.78, 6.21], [-12.14, 13.12, 4.18], [-12.97, 15.89, 4.94], [-13.79, 14.59, 5.51], [-14.79, 16.81, 3.56], [-15.70, 15.91, 4.61], [-16.00, 15.55, 2.88], [-10.51, 14.22, 2.72], [-11.33, 15.65, 3.12], [-12.08, 12.51, -2.23], [-11.49, 13.95, -1.85], [-12.31, 15.11, -2.25], [-13.57, 15.20, -1.54], [-14.44, 16.22, -2.01], [-11.16, 14.07, -0.43], [-13.04, 12.23, -1.79], [-11.30, 11.96, -1.71], [-12.08, 12.42, -3.32], [-10.61, 14.12, -2.47], [-12.57, 15.16, -3.30], [-11.72, 16.02, -2.13], [-13.99, 17.18, -1.79], [-15.45, 16.15, -1.60], [-14.46, 16.03, -3.08], [-10.61, 13.24, -0.25], [-10.45, 14.78, -0.34], [-15.83, 12.18, -1.23], [-16.46, 12.40, 0.18], [-17.24, 11.14, 0.76], [-18.39, 10.69, 0.03], [-19.31, 9.85, 0.82], [-15.48, 12.82, 1.14], [-16.70, 12.19, -1.89], [-15.20, 11.29, -1.35], [-15.20, 12.96, -1.64], [-17.27, 13.13, 0.12], [-17.45, 11.36, 1.81], [-16.59, 10.26, 0.71], [-20.13, 9.57, 0.15], [-19.83, 10.53, 1.50], [-18.89, 9.06, 1.44], [-14.65, 12.24, 1.10], [-15.74, 12.77, 2.11], [-10.94, 22.18, -6.00], [-11.83, 21.43, -5.05], [-11.06, 20.89, -3.87], [-10.11, 19.91, -4.24], [-9.29, 19.29, -3.17], [-12.87, 22.36, -4.73], [-10.43, 23.02, -5.52], [-11.46, 22.68, -6.81], [-10.26, 21.44, -6.41], [-12.26, 20.51, -5.46], [-11.80, 20.33, -3.30], [-10.73, 21.71, -3.23], [-8.76, 19.98, -2.52], [-8.56, 18.58, -3.56], [-10.08, 18.78, -2.61], [-12.56, 23.20, -4.27], [-13.64, 21.93, -4.23], [-11.11, 17.05, -5.03], [-11.46, 17.19, -6.52], [-12.95, 16.81, -6.92], [-13.28, 16.64, -8.23], [-13.35, 17.72, -9.11], [-11.06, 18.55, -6.79], [-10.16, 17.58, -4.93], [-10.84, 16.05, -4.68], [-11.88, 17.54, -4.43], [-10.87, 16.45, -7.06], [-13.70, 17.50, -6.53], [-13.10, 15.87, -6.40], [-13.71, 17.50, -10.11], [-12.35, 18.11, -9.30], [-14.10, 18.42, -8.74], [-11.76, 19.14, -6.35], [-10.13, 18.76, -6.47]],
  "total_charge": 0,
  "gap_ev": 8.3,
  "e_lumo_ev": 0.35,
  "relative_energy_kcal_mol": 15.3
}



# 2
{
  "formula": "C40H113N21O14",
  "method": "ωB97M-V with the def2-TZVPD basis set",
  "species": ["C", "C", "C", "C", "C", "C", "N", "O", "C", "C", "C", "H", "H", "H", "H", "H", "H", "H", "H", "H", "H", "H", "H", "H", "H", "H", "H", "H", "H", "H", "C", "O", "N", "N", "H", "H", "H", "H", "C", "O", "N", "N", "H", "H", "H", "H", "C", "O", "N", "N", "H", "H", "H", "H", "C", "O", "N", "N", "H", "H", "H", "H", "C", "O", "N", "N", "H", "H", "H", "H", "C", "O", "N", "N", "H", "H", "H", "H", "C", "O", "N", "N", "H", "H", "H", "H", "C", "C", "C", "O", "C", "N", "H", "H", "H", "H", "H", "H", "H", "H", "H", "H", "H", "C", "C", "C", "O", "C", "N", "H", "H", "H", "H", "H", "H", "H", "H", "H", "H", "H", "C", "C", "C", "O", "C", "N", "H", "H", "H", "H", "H", "H", "H", "H", "H", "H", "H", "C", "C", "C", "O", "C", "N", "H", "H", "H", "H", "H", "H", "H", "H", "H", "H", "H", "C", "C", "C", "O", "C", "N", "H", "H", "H", "H", "H", "H", "H", "H", "H", "H", "H", "C", "C", "C", "O", "C", "N", "H", "H", "H", "H", "H", "H", "H", "H", "H", "H", "H"],
  "coordinates": [[3.39, 2.93, -3.17], [2.67, 2.38, -4.41], [1.53, 1.52, -3.87], [0.61, 1.01, -4.99], [0.10, 2.18, -5.84], [1.23, 3.10, -6.34], [2.14, 3.42, -5.26], [3.13, 4.33, -5.68], [1.83, 2.42, -7.60], [0.57, 4.38, -6.86], [3.69, 1.45, -5.13], [4.24, 3.55, -3.48], [3.85, 2.10, -2.63], [2.74, 3.52, -2.54], [1.89, 0.64, -3.33], [0.86, 2.12, -3.26], [-0.21, 0.45, -4.54], [1.08, 0.26, -5.63], [-0.71, 2.70, -5.32], [-0.35, 1.71, -6.72], [2.19, 1.42, -7.32], [1.10, 2.20, -8.37], [2.65, 3.00, -8.02], [-0.27, 4.16, -7.52], [0.22, 5.03, -6.04], [1.28, 5.00, -7.41], [4.56, 1.20, -4.52], [4.11, 1.86, -6.05], [3.22, 0.51, -5.42], [3.86, 3.77, -5.99], [-5.23, -0.25, 5.35], [-6.02, 0.25, 4.57], [-3.88, -0.24, 5.09], [-5.57, -0.88, 6.52], [-3.13, -0.39, 5.73], [-3.63, 0.24, 4.24], [-6.47, -0.71, 6.93], [-4.82, -1.13, 7.14], [-4.68, -3.60, 1.89], [-3.68, -4.17, 1.45], [-5.31, -4.03, 3.01], [-5.17, -2.46, 1.32], [-6.28, -3.81, 3.19], [-4.91, -4.83, 3.47], [-4.70, -2.11, 0.51], [-6.01, -2.02, 1.62], [1.52, -2.80, -4.49], [1.92, -2.14, -3.52], [0.75, -3.90, -4.33], [1.75, -2.40, -5.78], [0.46, -4.42, -5.14], [0.64, -4.33, -3.42], [2.23, -1.52, -5.86], [1.75, -3.10, -6.49], [-1.72, -4.21, 5.05], [-1.51, -4.90, 6.04], [-2.50, -3.08, 5.13], [-1.35, -4.52, 3.78], [-2.66, -2.50, 4.32], [-2.89, -2.80, 6.00], [-0.78, -5.30, 3.57], [-1.50, -3.78, 3.09], [2.96, 1.11, 2.14], [2.57, 1.76, 1.17], [2.40, 1.24, 3.40], [3.79, 0.06, 2.02], [2.96, 1.13, 4.23], [1.65, 1.91, 3.42], [3.88, -0.64, 2.72], [4.31, -0.02, 1.14], [-1.03, -4.89, -1.23], [-0.01, -5.32, -1.75], [-1.86, -3.97, -1.83], [-1.51, -5.30, -0.02], [-1.55, -3.59, -2.70], [-2.74, -3.72, -1.43], [-0.93, -5.94, 0.50], [-2.10, -4.68, 0.53], [4.54, -0.49, -1.17], [5.32, 0.07, -0.41], [3.18, -0.40, -1.07], [4.93, -1.43, -2.10], [2.76, 0.31, -0.50], [2.69, -1.01, -1.71], [5.89, -1.72, -2.01], [4.18, -1.88, -2.60], [-2.70, 3.03, 4.00], [-3.50, 4.25, 4.45], [-2.65, 5.52, 4.38], [-1.49, 5.32, 5.16], [-0.63, 6.44, 5.13], [-4.68, 4.37, 3.57], [-1.96, 2.69, 4.73], [-2.06, 3.33, 3.15], [-3.28, 2.17, 3.67], [-3.88, 4.03, 5.45], [-3.29, 6.36, 4.65], [-2.32, 5.67, 3.34], [-1.07, 7.33, 5.59], [-0.39, 6.72, 4.09], [0.32, 6.18, 5.58], [-5.27, 5.09, 3.98], [-4.42, 4.78, 2.67], [4.16, -2.46, 7.70], [3.14, -2.84, 6.62], [3.13, -1.84, 5.47], [3.02, -0.50, 5.94], [1.72, -0.12, 6.34], [3.47, -4.20, 6.16], [3.70, -1.95, 8.54], [4.94, -1.81, 7.29], [4.68, -3.33, 8.10], [2.13, -2.89, 7.03], [2.32, -2.07, 4.76], [4.08, -1.84, 4.92], [1.02, -0.35, 5.53], [1.68, 0.95, 6.53], [1.36, -0.67, 7.22], [3.00, -4.43, 5.29], [4.46, -4.23, 5.95], [2.09, -3.60, 0.05], [3.32, -4.17, 0.73], [3.36, -3.67, 2.18], [4.38, -4.27, 2.95], [5.64, -3.65, 2.81], [3.25, -5.64, 0.75], [2.00, -3.84, -1.00], [2.02, -2.52, 0.25], [1.20, -3.94, 0.60], [4.20, -3.84, 0.17], [2.40, -3.89, 2.67], [3.46, -2.58, 2.25], [6.03, -3.64, 1.79], [6.33, -4.22, 3.44], [5.65, -2.67, 3.30], [3.91, -5.96, 1.46], [2.35, -5.91, 1.14], [-0.74, 3.57, 1.21], [0.03, 3.66, -0.12], [-0.64, 4.57, -1.13], [-1.94, 4.23, -1.55], [-2.01, 3.01, -2.25], [1.35, 4.18, 0.17], [-0.98, 4.57, 1.56], [-0.07, 3.05, 1.90], [-1.59, 2.89, 1.07], [0.07, 2.64, -0.54], [0.02, 4.64, -2.01], [-0.70, 5.58, -0.73], [-2.99, 2.91, -2.71], [-1.94, 2.14, -1.58], [-1.21, 3.02, -3.01], [1.88, 4.45, -0.65], [1.82, 3.45, 0.70], [-3.24, 0.47, -4.53], [-3.70, 0.23, -5.98], [-3.84, 1.52, -6.77], [-5.02, 2.17, -6.35], [-5.51, 3.15, -7.25], [-2.76, -0.72, -6.59], [-3.99, 0.87, -3.85], [-2.42, 1.19, -4.64], [-2.89, -0.49, -4.15], [-4.69, -0.25, -5.96], [-3.90, 1.24, -7.83], [-3.02, 2.23, -6.57], [-6.18, 2.65, -7.95], [-4.71, 3.67, -7.78], [-6.08, 3.91, -6.70], [-2.93, -0.77, -7.58], [-1.82, -0.35, -6.45], [-0.64, -0.38, 2.82], [-1.39, -0.91, 1.59], [-0.74, -0.34, 0.33], [-1.38, -0.90, -0.80], [-0.49, -0.96, -1.89], [-1.35, -2.39, 1.54], [-0.77, 0.70, 2.91], [0.45, -0.43, 2.66], [-0.97, -0.85, 3.74], [-2.40, -0.50, 1.66], [0.31, -0.67, 0.33], [-0.76, 0.75, 0.38], [-0.17, 0.04, -2.22], [-0.98, -1.41, -2.76], [0.40, -1.55, -1.69], [-1.00, -2.55, 0.59], [-2.31, -2.71, 1.42]],
  "total_charge": 0,
  "gap_ev": 8.8,
  "e_lumo_ev": 0.22,
  "relative_energy_kcal_mol": 0.0
}